(1)
Formula: C23H24BrN13O5STa
Source: OMol25
Level of theory: ωB97M-V/def2-TZVPD

Geometry as ORCA input:
```
! RIJCOSX wB97M-V def2-TZVPD def2/J DEFGRID3
* xyz 3 1
Ta -0.064 -0.126 0.371
O 3.349 -4.445 -4.885
C 2.606 -3.543 -4.277
C 1.916 -2.508 -4.919
C 1.185 -1.626 -4.158
N 1.077 -1.696 -2.823
C 1.712 -2.701 -2.263
Br 1.443 -2.802 -0.342
C 2.487 -3.641 -2.880
H 3.397 -4.338 -5.844
H 1.954 -2.402 -5.996
H 0.637 -0.821 -4.634
H 2.991 -4.439 -2.353
N -0.157 0.083 4.038
C -1.133 -0.710 3.606
N -1.948 -1.174 4.526
C -2.933 -1.989 4.149
N -3.754 -2.476 5.050
N -3.118 -2.349 2.848
C -2.291 -1.858 1.986
N -1.265 -1.012 2.263
C -2.476 -2.281 0.585
C -3.433 -3.237 0.283
C -3.582 -3.658 -1.029
C -2.759 -3.103 -1.997
C -1.833 -2.150 -1.621
N -1.689 -1.735 -0.355
H -0.111 0.222 5.036
H 0.544 0.495 3.457
H -3.640 -2.219 6.019
H -4.496 -3.102 4.781
H -4.033 -3.629 1.089
H -4.320 -4.405 -1.287
H -2.824 -3.400 -3.034
H -1.172 -1.709 -2.351
O -2.121 0.940 0.318
N -2.046 1.728 1.284
O -0.982 1.640 1.892
N 2.632 3.152 -4.819
C 1.703 2.680 -4.336
C 0.548 2.097 -3.724
C -0.720 2.218 -4.294
C -1.785 1.626 -3.637
C -1.566 0.965 -2.443
N -0.346 0.846 -1.892
C 0.692 1.390 -2.540
H -0.854 2.756 -5.224
H -2.786 1.680 -4.041
H -2.398 0.537 -1.903
H 1.679 1.260 -2.121
C 0.096 4.432 2.226
N 1.403 3.820 2.364
C 2.310 4.231 3.448
C 3.628 3.517 3.104
N 3.236 2.696 1.950
C 1.985 2.939 1.579
S 1.273 2.243 0.139
H 0.202 5.516 2.269
H -0.562 4.117 3.035
H -0.346 4.160 1.273
H 1.899 3.919 4.409
H 2.410 5.316 3.459
H 3.987 2.876 3.908
H 4.424 4.205 2.825
H 3.917 2.223 1.379
O 2.458 -0.038 3.247
N 2.443 -0.710 2.308
O 1.319 -0.487 1.518
*
```

Output
* HOMO energy: -16.98 eV
* relative energy (zero: lowest compared OMol25 entry of this formula, charge and spin): 0.0 kJ/mol
* DFT total energy: -5007.17779 hartree


(2)
Formula: C10H11I
Source: OMol25
Level of theory: ωB97M-V/def2-TZVPD

Geometry as ORCA input:
```
! RIJCOSX wB97M-V def2-TZVPD def2/J DEFGRID3
* xyz 0 1
C 2.765 -1.120 -0.878
C 1.824 -1.462 -0.068
C 0.942 -1.032 1.002
C 0.164 0.261 0.899
C -1.353 0.386 1.000
C -2.118 -0.014 -0.367
C -1.957 1.048 -1.456
I -4.311 -0.171 0.066
C -1.331 -1.203 -0.680
C -0.464 -2.019 -0.514
C 0.712 -2.308 0.154
H 3.187 -0.059 -0.731
H 3.368 -1.548 -1.747
H 1.256 -1.270 2.074
H 0.490 0.702 -0.054
H 0.544 0.792 1.899
H -1.525 -0.216 1.845
H -1.503 1.451 1.341
H -2.170 0.734 -2.398
H -0.789 1.400 -1.629
H -2.654 1.837 -1.102
H 0.828 -3.212 0.803
*
```

Output
* HOMO energy: -8.74 eV
* SMILES string: C=C1[C@H]2CC[C@](C)(I)C#C[C@@H]12
* relative energy (zero: lowest compared OMol25 entry of this formula, charge and spin): 452.3 kJ/mol
* DFT total energy: -685.10520 hartree


(3)
Formula: C10H29BClO7
Source: OMol25
Level of theory: ωB97M-V/def2-TZVPD

Geometry as ORCA input:
```
! RIJCOSX wB97M-V def2-TZVPD def2/J DEFGRID3
* xyz -1 1
C 3.880 0.237 -1.085
C 3.307 -0.427 0.166
Cl 3.437 -2.302 -0.238
O 1.841 -0.145 0.151
B 1.163 0.053 -1.004
O 0.888 -0.950 -1.915
O 0.579 1.307 -1.261
H 4.970 0.201 -1.032
H 3.585 -0.217 -2.048
H 3.583 1.291 -1.083
H 0.613 -0.586 -2.763
H 0.381 1.683 -0.393
C -1.200 -3.853 -0.951
C -1.865 -2.661 -0.284
O -1.013 -2.027 0.652
H -0.877 -4.582 -0.207
H -1.886 -4.344 -1.646
H -0.318 -3.525 -1.505
H -2.749 -2.971 0.280
H -2.198 -1.951 -1.052
H -0.227 -1.747 0.165
C 0.157 4.136 -3.748
C 1.070 4.798 -2.735
O 0.506 4.772 -1.433
H -0.806 4.648 -3.791
H 0.599 4.139 -4.747
H -0.022 3.100 -3.453
H 1.238 5.848 -2.978
H 2.043 4.295 -2.724
H 0.389 3.845 -1.191
C 0.881 5.161 2.349
C -0.249 4.174 2.127
O 0.205 2.963 1.545
H 1.393 5.348 1.404
H 0.506 6.108 2.743
H 1.610 4.763 3.059
H -0.968 4.580 1.416
H -0.781 3.973 3.064
H 0.854 2.546 2.123
C -2.287 -4.955 2.801
C -3.331 -6.029 2.577
O -2.783 -7.228 2.036
H -1.770 -4.712 1.874
H -2.743 -4.041 3.183
H -1.539 -5.285 3.526
H -4.073 -5.700 1.850
H -3.862 -6.246 3.513
H -2.093 -7.535 2.633
*
```

Output
* HOMO energy: -2.56 eV
* DFT total energy: -1410.22194 hartree


(4)
Formula: C21H50N2O5
Source: OMol25
Level of theory: ωB97M-V/def2-TZVPD

Geometry as ORCA input:
```
! RIJCOSX wB97M-V def2-TZVPD def2/J DEFGRID3
* xyz 1 2
C 1.163 -0.949 -1.824
C 0.125 -0.928 -3.032
C -1.306 -0.547 -2.461
C -2.302 -0.197 -3.448
C -1.753 0.975 -4.186
C -0.363 0.763 -4.903
N 0.538 0.214 -3.929
O 1.862 0.107 -4.392
C -0.493 -0.181 -6.156
C 0.119 2.207 -5.278
C 0.206 -2.345 -3.689
H 1.284 0.061 -1.432
H 2.202 -1.127 -2.099
H 0.795 -1.498 -0.958
H -1.773 -1.412 -1.991
H -1.319 0.094 -1.580
H -3.269 -0.038 -2.970
H -2.454 -1.024 -4.142
H -1.985 1.807 -3.521
H -2.436 1.129 -5.021
H 0.453 -0.310 -6.683
H -0.897 -1.176 -5.969
H -1.310 0.229 -6.749
H 0.811 2.019 -6.098
H -0.721 2.817 -5.610
H 0.683 2.710 -4.492
H 0.369 -3.214 -3.052
H 1.035 -2.346 -4.397
H -0.642 -2.367 -4.373
H 2.340 0.384 -3.607
C 1.088 0.201 1.916
C 1.093 -1.021 2.922
C 2.487 -1.012 3.633
C 2.560 -0.119 4.891
C 1.405 -0.389 5.786
C -0.055 -0.272 5.126
N -0.047 -1.084 3.908
O -1.274 -1.201 3.280
C -1.032 -1.036 6.079
C -0.592 1.174 4.911
C 1.150 -2.437 2.201
H 0.250 0.391 1.246
H 2.038 0.362 1.406
H 0.935 1.072 2.553
H 2.786 -1.993 4.002
H 3.295 -0.650 2.997
H 2.560 0.933 4.606
H 3.540 -0.125 5.369
H 1.460 0.348 6.588
H 1.574 -1.410 6.127
H -2.082 -0.986 5.790
H -0.900 -2.105 6.243
H -0.943 -0.657 7.097
H -1.356 1.410 4.171
H -0.868 1.587 5.882
H 0.292 1.764 4.669
H 0.170 -2.723 1.821
H 1.553 -3.209 2.857
H 1.670 -2.361 1.246
H -1.310 -0.440 2.695
C -1.821 2.349 0.156
O -0.830 2.233 -0.761
H -2.697 2.779 -0.329
H -2.114 1.326 0.393
H -1.623 2.993 1.013
H -0.832 3.024 -1.304
C 2.480 2.518 -0.781
O 2.729 3.940 -0.818
H 3.289 2.039 -0.231
H 1.593 2.430 -0.152
H 2.423 1.984 -1.729
H 3.572 4.077 -0.378
C -2.857 -2.196 0.215
O -3.341 -0.918 -0.122
H -3.050 -3.032 -0.457
H -1.777 -2.100 0.326
H -3.264 -2.343 1.215
H -4.293 -0.971 -0.237
*
```

Output
* HOMO energy (spin up / spin down): -10.14 / -10.14 eV
* <S²>: 0.7542
* relative energy (zero: lowest compared OMol25 entry of this formula, charge and spin): 91.0 kJ/mol
* DFT total energy: -1315.32787 hartree


(5)
Formula: C5H8
Source: OMol25
Level of theory: ωB97M-V/def2-TZVPD

Geometry as ORCA input:
```
! RIJCOSX wB97M-V def2-TZVPD def2/J DEFGRID3
* xyz 0 1
C -0.518 0.932 -0.833
C 0.804 0.816 -0.725
C 1.191 -0.283 0.237
C -0.162 -0.667 0.880
C -1.226 -0.201 -0.130
H -1.051 1.731 -1.338
H 1.539 1.439 -1.227
H 1.681 -1.138 -0.248
H 1.900 0.104 0.979
H -0.236 -1.729 1.129
H -0.292 -0.097 1.807
H -1.452 -0.993 -0.861
H -2.178 0.086 0.330
*
```

Output
* HOMO energy: -9.05 eV
* SMILES string: C1=CCCC1
* relative energy (zero: lowest compared OMol25 entry of this formula, charge and spin): 6.0 kJ/mol
* DFT total energy: -195.28976 hartree


(6)
Formula: C14H13N5OPdS
Source: OMol25
Level of theory: ωB97M-V/def2-TZVPD

Geometry as ORCA input:
```
! RIJCOSX wB97M-V def2-TZVPD def2/J DEFGRID3
* xyz 0 1
Pd 0.965 0.708 -2.328
N 4.258 1.563 0.297
C 3.142 1.179 -0.358
S 3.193 1.266 -2.094
N 2.143 0.792 0.420
N 1.041 0.465 -0.295
C 0.024 -0.097 0.276
C -0.044 -0.421 1.722
C 0.109 0.575 2.683
C 0.030 0.262 4.031
C -0.195 -1.049 4.432
C -0.342 -2.048 3.480
C -0.271 -1.732 2.130
C -1.098 -0.410 -0.631
C -2.358 -0.765 -0.156
C -3.383 -0.992 -1.055
C -3.141 -0.849 -2.413
C -1.871 -0.489 -2.817
N -0.870 -0.299 -1.959
H 5.088 1.794 -0.215
H 4.295 1.456 1.295
H 0.302 1.592 2.367
H 0.148 1.042 4.771
H -0.251 -1.292 5.485
H -0.510 -3.072 3.787
H -0.383 -2.512 1.385
H -2.521 -0.838 0.909
H -4.368 -1.261 -0.697
H -3.915 -1.010 -3.149
H -1.626 -0.348 -3.862
O -1.013 2.742 -1.896
N 0.145 2.646 -1.885
C 1.061 0.543 -4.178
H 0.330 -0.063 -4.710
H 1.884 0.924 -4.773
*
```

Output
* HOMO energy (spin up / spin down): -6.06 / -6.15 eV
* relative energy (zero: lowest compared OMol25 entry of this formula, charge and spin): 315.4 kJ/mol
* DFT total energy: -1416.21050 hartree